No. 1
{"formula": "H80O40", "method": "ωB97M-V/def2-TZVPD", "charge": 0, "largest_force_ev_per_a": 6.7, "de_lowest_kcal_mol": 292.8, "species": ["H", "H", "O", "H", "H", "O", "H", "H", "O", "H", "H", "O", "H", "H", "O", "H", "O", "H", "O", "H", "H", "O", "H", "H", "O", "H", "H", "O", "H", "H", "O", "H", "O", "H", "H", "O", "H", "H", "O", "H", "H", "O", "H", "H", "O", "H", "H", "O", "H", "H", "O", "H", "O", "H", "H", "O", "H", "O", "H", "H", "O", "H", "H", "O", "H", "H", "O", "H", "H", "O", "H", "H", "O", "H", "H", "O", "H", "H", "O", "H", "H", "O", "H", "H", "O", "H", "H", "O", "H", "O", "H", "H", "O", "H", "H", "H", "H", "H", "H", "O", "H", "H", "O", "H", "H", "O", "H", "H", "O", "H", "H", "O", "H", "H", "O", "H", "H", "O", "H", "H"], "positions_angstrom": [[-2.12350, 2.36855, -4.78652], [-2.42802, 1.33732, -3.68522], [-2.31473, 2.28271, -3.86239], [-5.00285, -0.78837, 3.22427], [-5.26112, -2.10730, 3.87408], [-5.04344, -1.22163, 4.13251], [-2.31837, -1.28835, -3.23546], [-1.39954, -0.35851, -3.91395], [-1.82957, -0.48891, -3.04770], [-2.08909, -5.02951, 1.14802], [-3.49596, -4.79654, 1.70332], [-3.00774, -4.87205, 0.92127], [1.42857, -2.31826, 4.28392], [2.72559, -1.92233, 4.92097], [2.28959, -2.79507, 4.50232], [3.04220, 2.51405, 1.12656], [2.90839, 1.73493, 0.64135], [3.48845, -0.66376, -1.29975], [4.09670, 0.11426, -1.25671], [-0.29953, 3.80611, 5.49466], [-1.20744, 4.81765, 4.76972], [-0.58268, 4.03142, 4.58625], [-3.70760, -2.97568, -4.77296], [-2.62561, -2.04757, -4.59569], [-3.54307, -2.01129, -4.98645], [-3.47361, 3.40163, -0.55309], [-2.76108, 3.20345, -2.10146], [-3.06804, 3.66127, -1.32300], [-3.45357, 3.76601, 1.50504], [-4.91637, 3.78240, 2.31584], [-4.35156, 3.41550, 1.46266], [1.92811, -1.40660, -3.95458], [2.42512, -0.65821, -3.56454], [0.74781, 4.61889, 1.86113], [0.34629, 5.87566, 0.96351], [0.13070, 5.34913, 1.74588], [-4.72325, 0.73830, -3.35679], [-4.61261, -0.77455, -3.47898], [-5.21998, -0.02482, -3.76223], [-1.01312, -3.18090, 2.39258], [0.14653, -4.25916, 2.23971], [-0.69126, -3.78404, 1.67972], [-1.22433, -3.91671, -2.93563], [-0.63564, -2.41670, -2.84744], [-1.21521, -3.03052, -3.34819], [0.49000, -2.67290, -5.12729], [1.40248, -3.55600, -4.40955], [1.11416, -2.63937, -4.39030], [6.55773, -2.33600, -0.10137], [6.47616, -0.70122, -0.68732], [6.68031, -1.67710, -0.79655], [-2.18609, 1.37759, 2.52498], [-2.06767, 1.41469, 1.55678], [-1.27270, 2.87385, 4.65604], [-1.76588, 1.57658, 5.61426], [-1.78859, 1.89657, 4.75822], [3.67058, -0.29659, 3.46646], [2.72733, -0.38526, 3.76215], [-5.15122, 1.28616, 2.84221], [-4.21766, 0.87563, 1.53451], [-4.90642, 0.65518, 2.19848], [0.37452, -0.67077, -1.95860], [0.08355, 0.64949, -1.37179], [0.85240, 0.04133, -1.45565], [-4.61994, -2.60097, -2.71986], [-4.17120, -3.27011, -1.27834], [-3.92487, -2.87688, -2.12553], [-0.97479, 5.76518, -2.80211], [-2.33283, 5.92543, -1.98796], [-1.54970, 6.33649, -2.31213], [2.82496, -3.36196, 2.10630], [1.90095, -2.49573, 1.09878], [2.41398, -3.33308, 1.16738], [1.81655, 1.31581, -5.61814], [0.77330, 1.16315, -4.62243], [0.81740, 1.55825, -5.52967], [-2.45998, -1.99162, 0.13544], [-2.85143, -0.29460, 0.32237], [-2.37017, -1.05870, 0.15360], [0.53063, -2.12988, -1.67099], [0.89223, -3.37957, -0.82737], [1.18302, -2.56329, -1.13032], [1.83892, 0.76380, 6.46400], [1.73451, -0.73795, 6.27397], [1.30642, 0.00884, 6.71248], [5.83084, -1.33619, 3.36596], [5.40354, -1.20328, 2.02596], [5.56410, -0.61674, 2.80678], [-0.77433, 4.52993, -4.32898], [0.13478, 4.88605, -4.18024], [-1.18635, 2.21148, -0.46062], [0.25277, 2.89082, -0.71568], [-0.21849, 2.05427, -0.66226], [-1.29058, 0.71043, 1.53832], [2.50340, 2.23312, -0.12354], [2.21793, -0.33027, 2.89842], [3.93015, 0.75507, -0.67938], [1.96238, -0.47134, -2.77954], [0.68810, 4.04230, -4.41823], [4.44720, -2.38872, -2.14988], [3.94761, -2.21366, -2.97309], [5.22366, -1.85298, -2.16064], [3.95980, 2.93719, 2.76797], [4.56527, 2.21671, 2.81276], [3.07996, 2.57832, 2.81895], [2.19529, -0.97336, 0.85716], [1.44096, -0.50043, 0.49940], [2.98714, -0.96286, 0.33940], [-0.47980, -2.68082, 4.17791], [-0.73684, -1.75920, 3.88703], [-0.87226, -3.04488, 4.93413], [-0.76185, -0.78325, 2.08291], [-0.54453, -1.49998, 1.46166], [-1.75615, -1.14256, 1.93451], [2.69531, -4.84769, -1.77147], [3.56568, -5.10338, -1.35084], [2.87195, -3.82821, -1.74233], [1.48437, 4.20405, -1.79327], [1.17241, 5.19446, -1.87481], [0.58105, 3.95924, -2.29623]], "forces_ev_per_angstrom": [[0.0, 0.0, -0.8], [0.1, 0.0, 0.0], [-0.1, 0.0, 0.9], [0.1, 0.0, 1.4], [-0.3, -0.9, 0.2], [0.2, 0.8, -1.5], [-0.6, -0.5, 0.9], [0.1, 0.2, 0.4], [0.8, 0.9, -0.8], [0.3, 0.3, 0.3], [-0.9, 0.0, 1.9], [0.2, -0.2, -2.4], [1.2, -1.5, 0.1], [-0.9, -3.1, -1.7], [-0.1, 3.5, 1.6], [1.2, 1.5, 1.7], [-1.5, 0.2, -2.8], [0.7, 1.3, 0.0], [1.7, -4.9, -4.2], [0.4, 0.4, -0.4], [1.4, -1.6, -0.8], [-0.7, 2.7, 1.4], [-0.4, 1.3, -0.7], [-1.0, 0.2, -1.1], [1.5, -2.2, 1.3], [-1.6, -2.1, 2.0], [-0.5, -1.2, 0.2], [2.0, 3.3, -2.4], [-0.1, 0.2, 0.6], [2.6, -1.2, -3.5], [-2.3, 1.2, 2.8], [0.5, 0.5, 0.0], [0.9, -0.4, -2.1], [0.1, 0.3, -0.4], [0.2, -0.5, 0.2], [-0.4, 0.2, 0.2], [-1.0, -0.8, -0.6], [-1.2, 1.3, -0.9], [2.1, -0.1, 1.5], [0.4, -1.0, -0.3], [-3.1, 2.2, -2.6], [3.2, -1.5, 2.7], [0.1, 0.9, 0.0], [-0.7, -1.3, -0.6], [-0.2, -0.3, 0.3], [-0.2, 0.5, 0.1], [0.5, -0.3, 0.6], [-0.4, -1.0, -1.2], [-0.3, 1.2, 0.2], [-0.1, -2.2, 0.9], [0.5, 1.2, -1.0], [-0.3, 0.5, 0.0], [1.7, -1.8, 0.3], [-1.9, -3.4, 0.1], [0.2, -0.9, 2.6], [0.7, 2.8, -3.3], [-1.0, -0.2, 0.2], [0.4, 1.4, -1.6], [0.4, 1.5, 0.4], [-0.7, 1.0, 1.4], [0.2, -2.4, -1.8], [0.7, 1.3, 0.7], [0.9, 0.6, 0.4], [-1.7, -1.6, -1.2], [-0.8, -0.3, 0.6], [-0.7, 0.2, -0.5], [1.4, 0.0, 0.0], [0.0, -0.7, -0.3], [-0.6, -1.1, 0.2], [0.7, 1.9, 0.3], [-1.3, 0.3, -2.2], [0.8, -0.4, 0.3], [1.0, -1.5, 2.5], [-2.4, 0.8, -0.4], [-0.5, 0.5, -0.7], [2.9, -1.3, 1.4], [-1.8, -0.8, -0.1], [-2.3, 1.1, 0.6], [3.5, -0.8, -1.1], [-0.2, -0.7, 0.4], [-1.0, -2.6, 0.8], [1.3, 2.3, -0.9], [0.2, 0.2, -0.2], [-0.2, 0.2, 0.1], [-0.1, -0.3, 0.1], [0.5, -0.2, 1.4], [-0.2, 1.3, 0.2], [-0.4, -1.0, -1.5], [0.8, 0.5, -0.1], [0.2, -3.1, -0.8], [1.7, 0.3, -0.1], [-0.2, 0.4, 0.1], [-2.2, 0.3, 0.5], [-1.7, 1.8, -0.4], [0.2, -1.5, 0.3], [0.9, -0.3, 1.2], [-1.9, 3.8, 4.0], [-0.5, 0.9, 1.7], [-1.2, 2.3, 0.5], [-1.8, -1.2, -0.8], [0.5, 0.3, 0.6], [1.0, 0.6, 0.1], [-0.2, 1.6, 0.1], [0.6, -1.0, 0.0], [-0.3, -0.6, 0.6], [-1.1, 0.6, 2.2], [0.6, 0.5, -1.0], [0.2, 0.4, -0.7], [0.9, 1.7, -2.7], [0.0, -1.2, 1.1], [-1.2, 0.0, 1.7], [-2.9, -2.5, 0.0], [1.6, 0.3, -0.3], [2.2, 2.2, 0.9], [2.2, 2.4, 0.7], [-1.5, 0.0, -0.7], [-0.7, -2.4, -0.1], [-4.6, 2.2, -1.7], [1.7, -2.2, 0.6], [3.0, -0.1, 1.2]]}

***

No. 2
{"formula": "C3H10N2O3", "method": "ωB97M-V/def2-TZVPD", "charge": 0, "smiles": "N=C=O.CON.CO", "largest_force_ev_per_a": 2.1, "de_lowest_kcal_mol": 82.9, "species": ["N", "C", "O", "H", "C", "O", "N", "H", "H", "H", "H", "H", "C", "O", "H", "H", "H", "H"], "positions_angstrom": [[-0.90768, -0.74936, -1.45195], [-2.04791, -0.62589, -1.02381], [-3.09890, -0.84791, -0.59159], [-0.58007, -0.55216, -2.37658], [2.22893, 0.51099, -0.95532], [1.54253, 0.38509, 0.27465], [1.33999, -0.94979, 0.69646], [3.21194, 0.02836, -0.92250], [1.65543, 0.07980, -1.78110], [2.35586, 1.57947, -1.11695], [0.71267, -1.39618, 0.02360], [2.23396, -1.44138, 0.68490], [-1.64593, 0.61911, 1.74255], [-1.38129, 1.03558, 0.41633], [-2.72733, 0.50586, 1.82302], [-1.16094, -0.33530, 1.95825], [-1.29535, 1.36608, 2.45904], [-0.43592, 0.78762, 0.14098]], "forces_ev_per_angstrom": [[0.0, 0.1, 0.0], [0.4, -1.5, -0.6], [-0.3, 0.6, 0.1], [-0.3, 0.1, -0.2], [0.0, -0.1, -0.1], [-0.1, 0.0, 0.1], [-0.1, -0.2, 0.0], [0.0, 0.0, 0.1], [0.0, 0.0, 0.0], [0.0, 0.0, 0.0], [0.2, 0.1, -0.1], [0.0, 0.2, -0.1], [0.2, 0.1, 0.0], [1.7, 0.0, -0.5], [0.0, 0.0, 0.1], [0.0, 0.0, 0.1], [-0.1, -0.1, 0.1], [-1.7, 0.7, 1.0]]}

***

No. 3
{"formula": "C34H44N3O2OsSSe", "method": "ωB97M-V/def2-TZVPD", "charge": 1, "spin_multiplicity": 5, "largest_force_ev_per_a": 0.4, "de_lowest_kcal_mol": 0.0, "species": ["Os", "C", "C", "C", "C", "C", "C", "C", "N", "C", "C", "C", "C", "C", "C", "O", "C", "C", "C", "C", "C", "C", "C", "C", "C", "O", "C", "C", "C", "C", "C", "C", "H", "H", "H", "H", "H", "H", "H", "H", "H", "H", "H", "H", "H", "H", "H", "H", "H", "H", "H", "H", "H", "H", "H", "H", "H", "H", "H", "H", "H", "H", "H", "H", "H", "H", "H", "H", "H", "H", "H", "H", "S", "C", "C", "C", "C", "C", "N", "H", "H", "H", "H", "Se", "C", "N"], "positions_angstrom": [[-0.41250, -0.96634, 1.47611], [6.11263, 0.68491, -2.10318], [5.29910, -0.52571, -1.62747], [5.03651, -1.44239, -2.82660], [6.11355, -1.30447, -0.57305], [4.01009, -0.10088, -0.94781], [2.84468, -0.88138, -1.06584], [1.74101, -0.53361, -0.34639], [0.48318, -1.13674, -0.33365], [-0.36434, -1.10292, -1.40916], [-0.02032, -1.32465, -2.73331], [-0.99316, -1.24570, -3.71158], [-2.33102, -0.91244, -3.33883], [-2.72912, -0.63287, -2.06147], [-1.71091, -0.69385, -1.05567], [-1.91238, -0.31923, 0.16084], [-4.15949, -0.24896, -1.69982], [-4.18299, 1.19355, -1.16629], [-4.70430, -1.21664, -0.63707], [-5.08065, -0.31547, -2.91899], [-0.61312, -1.49087, -5.16840], [-1.83460, -1.60792, -6.08146], [0.24209, -0.30243, -5.63817], [0.20579, -2.78586, -5.28425], [1.76673, 0.60043, 0.56617], [0.71643, 0.78976, 1.27645], [2.92767, 1.44307, 0.64851], [3.99679, 1.04919, -0.10735], [2.93883, 2.66605, 1.55334], [2.73554, 2.23218, 3.01594], [1.81273, 3.62330, 1.12655], [4.26860, 3.41198, 1.45326], [6.98628, 0.33191, -2.65192], [6.48096, 1.29366, -1.27848], [5.53088, 1.32194, -2.77242], [5.97854, -1.63883, -3.33820], [4.35557, -0.98146, -3.54598], [4.62828, -2.40890, -2.52842], [7.02439, -1.69016, -1.03448], [5.54630, -2.14908, -0.17857], [6.39770, -0.65980, 0.26020], [2.81577, -1.75084, -1.70364], [0.99876, -1.57923, -2.98348], [-3.07174, -0.87709, -4.12065], [-3.60259, 1.29834, -0.25142], [-5.21445, 1.48084, -0.95337], [-3.78811, 1.88872, -1.91022], [-4.12467, -1.17913, 0.28374], [-4.69844, -2.24544, -1.00396], [-5.73600, -0.94686, -0.40288], [-4.79063, 0.39772, -3.69389], [-6.09406, -0.06317, -2.60528], [-5.11036, -1.31587, -3.35687], [-2.40393, -0.67826, -6.12865], [-2.50420, -2.41028, -5.76511], [-1.50124, -1.83370, -7.09463], [-0.31713, 0.63304, -5.57701], [0.54298, -0.45182, -6.67690], [1.14533, -0.19966, -5.03382], [-0.32203, -3.63108, -4.83944], [1.18114, -2.70122, -4.80342], [0.38163, -3.01190, -6.33674], [4.89835, 1.63825, -0.05805], [1.73594, 1.83723, 3.18999], [2.88086, 3.09988, 3.66172], [3.46207, 1.46925, 3.30386], [0.83325, 3.15971, 1.21328], [1.95194, 3.95608, 0.09579], [1.82732, 4.50570, 1.76855], [5.10648, 2.80403, 1.80208], [4.21943, 4.29765, 2.08686], [4.47776, 3.74782, 0.43500], [1.16729, -1.56784, 3.13007], [-0.06047, -0.87775, 4.17142], [-0.08663, -0.71665, 5.54922], [-1.22793, -0.17787, 6.11039], [-2.31216, 0.18643, 5.30911], [-2.21526, 0.01406, 3.95009], [-1.10192, -0.49935, 3.40596], [0.76270, -1.01532, 6.14674], [-1.28417, -0.03970, 7.18234], [-3.21524, 0.59533, 5.73718], [-3.00990, 0.28142, 3.26675], [-2.84485, -4.89556, 0.40948], [-1.93239, -3.57046, 1.02119], [-1.30520, -2.65010, 1.43376]], "forces_ev_per_angstrom": [[0.2, -0.2, 0.2], [0.0, 0.0, -0.1], [0.0, 0.0, 0.0], [0.0, 0.0, 0.0], [0.0, 0.0, 0.0], [0.0, 0.0, 0.1], [0.1, 0.1, -0.1], [-0.2, 0.1, 0.1], [0.2, -0.3, 0.1], [0.0, 0.1, 0.0], [0.0, 0.0, 0.1], [-0.1, 0.0, -0.1], [0.1, -0.1, -0.1], [0.0, 0.0, 0.1], [0.0, 0.0, -0.1], [0.0, 0.1, 0.2], [0.0, 0.0, 0.0], [0.0, 0.0, 0.0], [0.0, 0.0, 0.0], [0.0, 0.0, 0.0], [0.0, 0.0, 0.1], [0.0, 0.0, 0.0], [0.0, 0.0, 0.0], [0.0, 0.0, 0.0], [0.0, 0.1, 0.0], [-0.1, -0.1, 0.1], [-0.1, 0.0, 0.0], [0.1, -0.1, -0.1], [0.0, 0.0, 0.0], [0.0, 0.0, 0.0], [0.0, 0.0, 0.0], [0.0, 0.0, 0.0], [0.0, 0.0, 0.0], [0.0, 0.0, 0.0], [0.0, 0.0, 0.0], [0.0, 0.0, 0.0], [0.0, 0.0, 0.0], [0.0, 0.0, 0.0], [0.0, 0.0, 0.0], [0.0, 0.0, 0.0], [0.0, 0.0, 0.0], [0.0, 0.0, 0.0], [0.0, 0.0, 0.0], [0.0, 0.0, 0.0], [0.0, 0.0, 0.0], [0.0, 0.0, 0.0], [0.0, 0.0, 0.0], [0.0, 0.0, 0.0], [0.0, 0.0, 0.0], [0.0, 0.0, 0.0], [0.0, 0.0, 0.0], [0.0, 0.0, 0.0], [0.0, 0.0, 0.0], [0.0, 0.0, 0.0], [0.0, 0.0, 0.0], [0.0, 0.0, 0.0], [0.0, 0.0, 0.0], [0.0, 0.0, 0.0], [0.0, 0.0, 0.0], [0.0, 0.0, 0.0], [0.0, 0.0, 0.0], [0.0, 0.0, 0.0], [0.0, 0.0, 0.0], [0.0, 0.0, 0.0], [0.0, 0.0, 0.0], [0.0, 0.0, 0.0], [0.0, 0.0, 0.0], [0.0, 0.0, 0.0], [0.0, 0.0, 0.0], [0.0, 0.0, 0.0], [0.0, 0.0, 0.0], [0.0, 0.0, 0.0], [-0.2, 0.1, -0.2], [0.0, 0.0, 0.1], [0.1, 0.0, 0.0], [-0.1, 0.0, 0.0], [0.0, 0.0, 0.1], [0.1, 0.0, -0.1], [-0.1, 0.1, -0.1], [0.0, 0.0, 0.0], [0.0, 0.0, 0.0], [0.0, 0.0, 0.0], [0.0, 0.0, 0.0], [0.0, 0.0, 0.0], [0.0, 0.0, 0.1], [-0.1, 0.0, -0.2]]}

***

No. 4
{"formula": "C5H14NO2", "method": "ωB97M-V/def2-TZVPD", "charge": 1, "largest_force_ev_per_a": 1.7, "de_lowest_kcal_mol": 57.9, "species": ["C", "C", "C", "C", "N", "C", "H", "H", "H", "H", "H", "H", "H", "H", "H", "H", "H", "H", "O", "H", "H", "O"], "positions_angstrom": [[-0.17390, -1.01894, 3.66248], [0.69981, -1.35932, 2.45555], [0.66270, -0.31339, 1.36899], [0.45103, -0.66483, 0.10552], [0.38643, 0.35912, -0.91783], [1.23475, 0.40926, -1.85035], [-0.36402, -1.94181, 4.20572], [-1.14175, -0.63826, 3.31334], [0.14007, -0.19759, 4.29626], [0.31811, -2.26691, 2.00085], [1.74979, -1.36236, 2.74976], [0.96951, 0.71920, 1.50560], [0.05531, -1.62673, -0.19399], [-0.40905, 1.03283, -0.96952], [1.96914, -0.39177, -1.91571], [1.39780, 1.20219, -2.56245], [-2.58578, -1.08594, -1.99848], [-1.55444, -0.47599, -2.89375], [-1.84805, -0.46159, -1.97343], [0.19226, 3.00068, -1.75654], [-1.29262, 3.02955, -2.32137], [-0.56027, 2.47244, -2.03787]], "forces_ev_per_angstrom": [[-1.0, 0.2, -0.6], [-0.1, 1.7, -0.1], [0.5, -0.4, -0.9], [-1.3, 0.1, 0.5], [-0.1, 0.2, -0.2], [1.6, -0.7, -0.1], [0.1, 0.2, 0.4], [-0.1, -0.4, -0.1], [0.7, -0.2, 0.2], [0.5, -0.4, 0.1], [0.0, -0.8, 0.1], [-0.1, 0.0, 0.6], [0.3, 0.0, -0.2], [0.5, -0.2, 0.2], [0.0, 0.0, 0.3], [-0.9, 0.2, -0.1], [0.0, 0.1, 0.3], [0.0, 0.2, 0.0], [-0.2, -0.4, -0.5], [-0.4, 0.7, -0.1], [0.2, 0.3, 0.1], [-0.1, -0.3, -0.1]]}